Entry from the OMol25 dataset: a cluster of 2 separate species, C3H9N2O in total in a non-equilibrium geometry (the ωB97M-V functional and the def2-TZVPD basis).

```
15
Properties=species:S:1:pos:R:3:forces:R:3
C -0.335630 0.989346 -0.198941 1.20 -2.72 -2.63
C -1.670513 -0.889710 0.081245 -1.33 -1.05 -1.30
C 0.454354 -0.287474 -0.258789 0.18 1.32 3.37
N 1.708799 -0.350795 0.497750 -0.27 0.79 2.80
N -1.421973 0.461309 0.533103 -3.32 2.29 0.99
O -0.288404 -1.353574 -0.127697 -0.44 -0.35 -0.52
H 0.152384 1.841234 0.197957 0.33 0.81 0.50
H -0.464924 1.072649 -1.316611 -0.69 1.04 0.47
H -2.014529 -1.629983 0.828571 -0.28 0.96 -0.11
H -2.335392 -1.053773 -0.902152 1.75 0.56 1.81
H 1.256390 -0.466895 -1.776122 1.27 -0.50 -2.70
H 2.163935 0.568126 0.396793 0.34 -0.56 -0.32
H 1.543326 -0.397963 1.577612 0.06 -0.16 -1.89
H 2.348084 -1.122879 0.298356 0.11 -0.08 -0.56
H -2.209099 1.201000 0.532467 1.09 -2.34 0.08
```
Positions in Å, forces in eV/Å.

As for the multiplicity: 3. The calculation puts the frontier orbital gap (alpha / beta) at 7.1 / 7.2 eV. As for the total charge: +1. The LUMO energy (alpha / beta) is -0.1331 / -0.2441 Ha.